The following is a DFT calculation (wB97M-V/def2-TZVPD) of a molecular structure, C23H48CeNOP3S.

Each line ends with the Löwdin charge.
Element x y z (Å)
1 Ce -0.80438 -0.48049 -0.78638  0.619
2 P 1.57400 0.92158 0.14709  0.740
3 P -2.25243 2.00412 -0.05870  0.792
4 P 0.47848 1.41889 -2.79490  0.728
5 H 1.27397 -4.72279 -0.40380  0.054
6 C 2.24318 -4.44706 -0.84510  -0.070
7 C 3.07445 -3.58996 -0.22698  -0.071
8 H 2.85112 -3.19499 0.77375  0.040
9 C 1.93666 0.18936 1.79256  -0.232
10 C 1.59572 2.69477 0.61338  -0.209
11 C 3.22218 0.72377 -0.61945  -0.210
12 C -3.99830 1.92017 -0.61891  -0.173
13 C -2.30168 2.40227 1.73755  -0.176
14 C -1.79246 3.61747 -0.74696  -0.185
15 C 1.76519 0.56066 -3.78687  -0.231
16 C 1.19098 3.11005 -2.81032  -0.223
17 C -0.84110 1.61440 -4.04994  -0.240
18 H 2.46614 -4.86516 -1.83838  0.057
19 H 4.01502 -3.27225 -0.68502  0.062
20 H 1.94198 -0.91055 1.75031  0.046
21 H 1.18968 0.51731 2.52943  0.045
22 H 2.93028 0.55068 2.09857  0.081
23 H 0.70980 2.93978 1.21578  0.035
24 H 1.62049 3.33515 -0.27625  0.033
25 H 2.50177 2.86503 1.21162  0.089
26 H 3.35358 -0.31978 -0.93566  0.061
27 H 3.97384 0.97043 0.14411  0.083
28 H 3.34329 1.38430 -1.48620  0.036
29 H -4.53668 2.79646 -0.22984  0.093
30 H -4.47759 0.99878 -0.26197  0.072
31 H -4.02747 1.92473 -1.71971  0.076
32 H -3.21257 2.98028 1.92167  0.087
33 H -1.40359 2.97724 1.99253  0.063
34 H -2.31244 1.48536 2.34948  0.042
35 H -2.61272 4.31481 -0.51107  0.105
36 H -1.66873 3.59123 -1.83696  0.046
37 H -0.87222 3.99775 -0.28975  0.058
38 H 1.57302 0.76314 -4.84706  0.073
39 H 1.71200 -0.52380 -3.62700  0.014
40 H 2.76172 0.92912 -3.51975  0.057
41 H 1.23433 3.45942 -3.85088  0.089
42 H 2.20968 3.11031 -2.40280  0.054
43 H 0.56221 3.80130 -2.23841  0.035
44 H -0.34628 1.78698 -5.01573  0.074
45 H -1.47525 2.47747 -3.80577  0.053
46 H -1.46556 0.71204 -4.11913  0.027
47 C -0.67569 -2.72336 -4.32828  -0.554
48 C -1.77384 -2.44085 -5.17061  -0.033
49 C -1.94180 -3.18291 -6.34189  0.021
50 C -1.03714 -4.20345 -6.68416  0.087
51 C 0.05405 -4.47469 -5.83539  0.023
52 C 0.24493 -3.74584 -4.66601  -0.027
53 S -0.44554 -1.88959 -2.86613  0.821
54 H -2.01985 0.50438 0.51216  -0.043
55 H -2.49264 -1.66752 -4.88179  0.125
56 H -2.77648 -2.96422 -7.00403  0.143
57 H -1.17573 -4.78603 -7.59351  0.155
58 H 0.76934 -5.25554 -6.09476  0.146
59 H 1.07231 -3.95312 -3.98665  0.120
60 O -0.77241 -1.42125 1.32571  -0.224
61 C -1.07903 -1.62149 2.56005  -0.359
62 C -0.16866 -2.33091 3.51494  -0.067
63 C 0.30908 -1.40332 4.64046  -0.166
64 C -0.65463 -1.22868 5.80679  -0.183
65 C -1.97423 -0.56587 5.44374  -0.169
66 C -2.75710 -1.37134 4.41440  -0.121
67 N -2.25780 -1.21046 3.02800  0.130
68 H -0.70364 -3.20628 3.92702  0.157
69 H 0.68427 -2.69248 2.92866  0.125
70 H 1.25527 -1.79293 5.03394  0.138
71 H 0.53387 -0.41525 4.22496  0.095
72 H -0.86216 -2.20910 6.25190  0.135
73 H -0.15838 -0.61307 6.56598  0.135
74 H -2.59869 -0.49620 6.34332  0.138
75 H -1.82494 0.46310 5.09699  0.117
76 H -2.75510 -2.43568 4.69906  0.147
77 H -3.80093 -1.04183 4.40479  0.139
78 H -2.91914 -0.85231 2.33687  0.150

Output
net charge	+4
HOMO (spin up / spin down)	-19.2 / -19.2	eV
orbital gap (spin up / spin down)	0.13755 / 0.13624	hartree
electronic energy	-79754.8626	eV


The following is a DFT calculation (wB97M-V/def2-TZVPD) of a single C2H4N4S molecule.

Each line ends with the Löwdin charge.
Element x y z (Å)
1 C -0.62977 0.49149 -1.54308  -0.166
2 C -0.24516 -0.45522 -0.46918  -0.820
3 N -0.45079 1.69906 -1.17657  -0.106
4 N -0.40386 2.56617 -0.42743  0.225
5 N 0.26870 0.13203 0.70063  -0.080
6 N 0.54988 -0.86005 1.70334  -0.030
7 S -0.24470 -2.04824 -0.77329  0.694
8 H -0.63508 -0.01448 -2.51923  0.108
9 H -0.21428 0.97773 0.92361  0.084
10 H 0.56131 -1.82805 1.35238  -0.010
11 H 1.44376 -0.66044 2.22883  0.102

Output
net charge	0
HOMO	-8.7	eV
orbital gap	0.30487	hartree
electronic energy	-18931.0235	eV


The following is a DFT calculation (wB97M-V/def2-TZVPD) of 2 unconnected molecules or ions with the total composition C5H10O5P2.

Each line ends with the Löwdin charge.
Element x y z (Å)
1 C 0.31942 0.68834 -0.50799  0.080
2 C -0.71679 1.03380 0.02918  -0.145
3 C -4.02852 -1.28033 -1.01370  -0.077
4 C 5.09802 0.29928 1.03729  -0.258
5 C -2.76366 -1.12519 -0.04404  -0.323
6 O 3.79918 -0.61630 -1.20459  -0.455
7 O -3.10405 1.57170 -1.12526  -0.365
8 O 3.24693 1.69996 -0.35373  -0.428
9 O -2.68559 2.28909 1.33962  -0.377
10 O -3.01222 -0.06360 0.77246  -0.278
11 P 3.62707 0.29874 -0.06657  0.166
12 P -2.41985 1.38176 0.20549  0.192
13 H 1.26377 0.33657 -0.62708  -0.070
14 H 2.73775 -0.44010 0.91084  0.022
15 H -4.42256 -2.20710 -0.72301  0.016
16 H -4.75989 -0.62381 -0.61341  0.050
17 H -3.85210 -1.18598 -2.06662  0.053
18 H 5.46072 -0.69938 1.48629  0.046
19 H 6.00247 0.54124 0.60406  -0.026
20 H 4.94527 0.90231 1.93123  0.014
21 H -1.87654 -0.79346 -0.55791  0.064
22 H -2.85881 -2.00752 0.58747  0.099

Output
net charge	-2
HOMO	-2.6	eV
orbital gap	0.31326	hartree
electronic energy	-34164.0149	eV


Which value of net charge does entry 3 give?
-2


What did the second record say?
The following is a DFT calculation (wB97M-V/def2-TZVPD) of a single C2H4N4S molecule.

Each line ends with the Löwdin charge.
Element x y z (Å)
1 C -0.62977 0.49149 -1.54308  -0.166
2 C -0.24516 -0.45522 -0.46918  -0.820
3 N -0.45079 1.69906 -1.17657  -0.106
4 N -0.40386 2.56617 -0.42743  0.225
5 N 0.26870 0.13203 0.70063  -0.080
6 N 0.54988 -0.86005 1.70334  -0.030
7 S -0.24470 -2.04824 -0.77329  0.694
8 H -0.63508 -0.01448 -2.51923  0.108
9 H -0.21428 0.97773 0.92361  0.084
10 H 0.56131 -1.82805 1.35238  -0.010
11 H 1.44376 -0.66044 2.22883  0.102

Output
net charge	0
HOMO	-8.7	eV
orbital gap	0.30487	hartree
electronic energy	-18931.0235	eV